# C17H18N2O11S2

2 unconnected molecules or ions with the total composition C17H18N2O11S2 (ωB97M-V/def2-TZVPD, the OMol25 dataset).

## Properties
spin multiplicity = 1
net charge = -2
gap between HOMO and LUMO = 0.1459 Ha

Element x y z (Å)
C1 1.804 -3.473 1.707
S1 0.553 -3.980 0.559
O1 0.852 -5.267 0.046
O2 -0.686 -3.952 1.274
N1 0.551 -2.814 -0.643
C2 -0.239 -1.622 -0.262
C3 -1.741 -1.835 -0.406
C4 -2.422 -1.282 0.829
C5 -3.894 -0.988 0.597
S2 -4.558 -0.082 1.981
O3 -3.571 0.748 2.566
O4 -5.755 0.578 1.603
O5 -4.920 -1.240 3.037
C6 1.860 -2.578 -1.109
O6 2.638 -3.486 -1.200
O7 2.210 -1.327 -1.520
C7 2.879 -0.568 -0.536
C8 2.274 0.497 0.084
C9 3.022 1.203 0.989
C10 4.302 0.795 1.190
N2 4.891 -0.230 0.615
C11 4.155 -0.877 -0.246
H1 1.662 -4.127 2.553
H2 2.779 -3.555 1.270
H3 1.582 -2.466 2.024
H4 0.013 -1.355 0.759
H5 -0.005 -0.775 -0.876
H6 -2.061 -1.307 -1.292
H7 -1.928 -2.895 -0.495
H8 -1.912 -0.362 1.075
H9 -2.260 -1.955 1.666
H10 -4.409 -1.935 0.530
H11 -4.030 -0.364 -0.271
H12 -4.229 -1.909 2.944
H13 1.268 0.805 -0.123
H14 2.632 2.061 1.482
H15 4.897 1.349 1.894
H16 4.602 -1.709 -0.762
C12 0.678 5.117 -1.205
C13 -0.057 5.839 -2.162
C14 -1.085 4.997 -2.967
O8 -1.844 5.518 -3.783
C15 -1.123 3.580 -2.733
C16 -0.382 2.893 -1.799
C17 0.572 3.741 -0.928
O9 1.236 3.218 0.004
O10 -0.426 1.648 -1.585
O11 0.036 7.050 -2.410
H17 1.408 5.642 -0.596
H18 -1.819 3.037 -3.369

# C4H10N2O2

C4H10N2O2 in the gas phase (ωB97M-V/def2-TZVPD, the OMol25 dataset).

## Properties
spin multiplicity = 1
gap between HOMO and LUMO = 0.3489 Ha

Element x y z (Å)
C1 -1.234 -0.005 1.740
C2 -0.054 0.765 1.212
O1 0.439 1.710 1.790
N1 0.098 0.822 -0.350
C3 -0.984 0.439 -1.255
C4 1.488 -0.351 -0.306
N2 1.400 -1.367 -1.276
O2 1.397 -0.719 0.944
H1 -1.659 -0.729 1.051
H2 -0.898 -0.559 2.616
H3 -2.017 0.692 2.051
H4 0.463 1.746 -0.573
H5 -1.274 -0.589 -1.054
H6 -0.631 0.516 -2.284
H7 -1.838 1.103 -1.113
H8 2.258 0.390 -0.581
H9 2.298 -1.752 -1.535
H10 0.747 -2.112 -1.077

# C9H23BClN3O8S

4 unconnected molecules or ions with the total composition C9H23BClN3O8S (ωB97M-V/def2-TZVPD, the OMol25 dataset).

## Properties
spin multiplicity = 1
gap between HOMO and LUMO = 0.3264 Ha

Element x y z (Å)
O1 -2.643 -1.173 1.246
S1 -2.266 -1.119 -0.127
O2 -2.730 -2.644 -0.672
Cl1 -1.712 -3.267 -1.871
O3 -0.641 -1.281 -0.104
B1 0.127 -0.265 -0.689
O4 1.474 -0.407 -0.575
O5 -0.439 0.824 -1.298
H1 1.669 -1.355 -0.716
H2 -0.524 0.681 -2.254
C1 -0.945 -2.840 4.821
O6 -0.934 -3.676 5.706
N1 -0.194 -1.723 4.824
C2 -0.244 -0.759 3.742
C3 0.689 -1.487 5.952
H3 -1.583 -2.930 3.925
H4 0.743 -0.659 3.285
H5 -0.559 0.216 4.122
H6 -0.955 -1.082 2.986
H7 1.408 -2.301 6.048
H8 0.116 -1.436 6.879
H9 1.219 -0.551 5.802
C4 2.623 -2.959 -3.027
O7 1.581 -2.581 -2.507
N2 3.367 -2.219 -3.854
C5 4.595 -2.720 -4.442
C6 2.925 -0.868 -4.174
H10 3.035 -3.965 -2.849
H11 5.439 -2.095 -4.146
H12 4.522 -2.721 -5.530
H13 4.777 -3.737 -4.103
H14 2.852 -0.266 -3.268
H15 1.942 -0.896 -4.644
H16 3.638 -0.411 -4.855
C7 -3.758 3.879 -1.110
O8 -3.537 2.971 -1.888
N3 -2.816 4.499 -0.375
C8 -3.133 5.581 0.534
C9 -1.437 4.056 -0.510
H17 -4.773 4.280 -0.941
H18 -2.601 6.490 0.247
H19 -2.850 5.318 1.555
H20 -4.202 5.780 0.509
H21 -1.111 4.167 -1.544
H22 -1.356 3.003 -0.245
H23 -0.797 4.649 0.138

# C41H48EuN8O3PS5

A molecular structure, C41H48EuN8O3PS5 (ωB97M-V/def2-TZVPD, the OMol25 dataset).

## Properties
spin multiplicity = 7
⟨S²⟩ = 12.013
gap between HOMO and LUMO (spin up / spin down) = 0.2362 / 0.2570 Ha

Element x y z (Å)
Eu1 -0.764 0.198 -0.586
S1 -1.922 -1.196 -2.673
C1 -3.131 -1.700 -1.489
C2 -4.473 -1.715 -1.764
C3 -5.590 -1.813 -0.814
C4 -5.547 -1.790 0.534
C5 -4.277 -1.785 1.339
C6 -3.121 -0.744 0.812
S2 -1.693 -0.491 2.036
C7 -2.077 0.978 3.085
C8 -2.445 2.919 1.398
C9 -3.351 4.085 1.334
C10 -3.379 4.934 0.149
C11 -2.592 4.647 -0.873
C12 -1.790 3.410 -0.862
C13 -1.203 3.150 -2.238
S3 -0.052 1.813 -2.691
C14 1.566 2.455 -2.368
C15 2.277 2.879 -3.487
C16 3.507 3.485 -3.312
C17 4.021 3.717 -2.036
C18 3.291 3.288 -0.938
C19 2.097 2.558 -1.085
S4 1.393 1.801 0.350
N1 -1.749 2.586 0.106
H1 -4.743 -1.485 -2.793
H2 -6.555 -1.705 -1.335
H3 -6.476 -1.642 1.065
H4 -4.479 -1.845 2.423
H5 -1.440 0.750 3.940
H6 -3.061 0.818 3.460
H7 -3.556 4.577 2.247
H8 -3.965 5.841 0.191
H9 -2.476 5.355 -1.708
H10 -0.642 3.998 -2.569
H11 -2.053 3.033 -2.935
H12 1.860 2.757 -4.477
H13 4.060 3.795 -4.201
H14 4.975 4.174 -1.875
H15 3.693 3.367 0.067
N2 -3.385 4.272 5.671
C20 -3.236 3.512 4.449
C21 -2.044 3.313 3.881
C22 -1.734 2.447 2.681
C23 -3.960 2.646 1.417
C24 -4.795 2.610 2.649
C25 -4.514 3.041 3.901
S5 -4.499 1.480 0.133
O1 -5.756 0.927 0.627
O2 -4.518 2.229 -1.109
N3 -3.329 0.452 0.090
C26 -2.640 -1.950 -0.071
N4 -1.237 -2.200 0.005
C27 -0.932 -3.445 0.235
C28 -1.823 -4.480 0.603
C29 -3.060 -4.033 1.055
N5 -3.419 -2.813 0.766
H16 -2.534 4.723 5.960
H17 -4.042 5.027 5.518
H18 -1.195 3.860 4.302
H19 -0.678 2.517 2.505
H20 -5.793 2.206 2.439
H21 -5.336 2.899 4.624
H22 0.134 -3.653 0.141
H23 -1.469 -5.511 0.650
H24 -3.740 -4.608 1.690
O3 1.152 -0.942 -1.147
P1 2.460 -1.647 -0.892
N6 3.817 -0.729 -0.920
C30 4.392 -0.092 0.278
C31 5.661 0.612 -0.224
C32 5.633 0.520 -1.743
C33 4.269 -0.018 -2.160
N7 2.378 -2.382 0.630
C34 3.326 -3.450 0.992
C35 3.243 -3.525 2.548
C36 1.898 -2.871 2.864
C37 1.811 -1.724 1.851
N8 2.595 -2.813 -2.066
C38 1.422 -3.413 -2.652
C39 1.929 -4.241 -3.835
C40 3.404 -3.845 -4.018
C41 3.782 -3.450 -2.591
H25 4.608 -0.852 1.053
H26 3.712 0.629 0.732
H27 6.588 0.170 0.113
H28 5.612 1.654 0.105
H29 6.411 -0.050 -2.163
H30 5.695 1.540 -2.172
H31 4.299 -0.710 -3.023
H32 3.569 0.751 -2.425
H33 4.352 -3.249 0.641
H34 2.957 -4.367 0.521
H35 4.036 -2.850 2.913
H36 3.308 -4.574 2.920
H37 1.844 -2.489 3.903
H38 1.089 -3.526 2.568
H39 2.411 -0.842 2.123
H40 0.783 -1.374 1.683
H41 0.670 -2.665 -2.952
H42 0.940 -4.111 -1.953
H43 1.318 -4.029 -4.710
H44 1.846 -5.296 -3.573
H45 3.526 -2.960 -4.692
H46 4.025 -4.657 -4.361
H47 4.602 -2.751 -2.465
H48 4.022 -4.309 -1.938

# C7H18BF2N3O5S2

A molecular structure, C7H18BF2N3O5S2 (ωB97M-V/def2-TZVPD, the OMol25 dataset).

## Properties
spin multiplicity = 1
gap between HOMO and LUMO = 0.3240 Ha

Element x y z (Å)
C1 -1.589 3.815 -1.838
N1 -1.151 2.448 -1.548
C2 -1.732 1.500 -2.494
B1 0.300 2.325 -1.414
O1 1.040 2.452 -2.552
C3 1.053 2.030 -0.035
C4 1.598 0.586 -0.012
C5 0.517 -0.465 0.143
N2 -0.456 -0.182 1.232
C6 -0.953 1.231 1.320
C7 0.183 2.220 1.210
H1 -1.241 4.156 -2.817
H2 -2.678 3.859 -1.819
H3 -1.226 4.492 -1.066
H4 -1.625 1.829 -3.533
H5 -1.241 0.529 -2.426
H6 -2.793 1.354 -2.290
H7 1.980 2.356 -2.377
H8 1.914 2.697 0.043
H9 2.098 0.371 -0.956
H10 2.347 0.492 0.775
H11 0.988 -1.409 0.414
H12 0.004 -0.643 -0.798
H13 -1.266 -0.776 1.055
H14 -0.104 -0.500 2.142
H15 -1.418 1.336 2.299
H16 -1.733 1.377 0.581
H17 -0.206 3.232 1.289
H18 0.831 2.063 2.081
N3 1.532 -4.639 1.596
S1 1.192 -5.983 0.791
O2 0.368 -5.762 -0.349
O3 0.948 -7.115 1.613
F1 2.641 -6.198 0.206
S2 0.341 -3.976 2.341
O4 0.641 -2.629 2.754
O5 -0.373 -4.778 3.271
F2 -0.732 -3.694 1.167

# C5H5N

C5H5N in the gas phase (ωB97M-V/def2-TZVPD, the OMol25 dataset).

## Properties
spin multiplicity = 1
gap between HOMO and LUMO (spin up / spin down) = 0.2777 / 0.2777 Ha

Element x y z (Å)
C1 0.176 -2.015 0.000
C2 0.241 -0.687 -0.203
C3 -0.615 0.433 -0.038
C4 -1.666 1.203 -0.099
C5 1.251 0.283 -0.022
N1 2.286 0.925 0.016
H1 1.068 -2.596 0.148
H2 -0.772 -2.512 0.096
H3 -1.680 2.200 0.320
H4 -2.589 0.882 -0.574
H5 2.301 1.883 0.356

# C3H5ClINO

2 unconnected molecules or ions with the total composition C3H5ClINO (ωB97M-V/def2-TZVPD, the OMol25 dataset).

## Properties
spin multiplicity = 1
gap between HOMO and LUMO = 0.3223 Ha

Element x y z (Å)
N1 0.212 0.111 -1.775
C1 0.566 -0.712 -0.749
C2 0.821 -0.216 0.536
Cl1 1.382 -1.222 1.776
C3 0.685 1.180 0.832
O1 0.077 1.970 0.154
H1 0.008 -0.336 -2.723
H2 -0.165 1.029 -1.448
H3 0.564 -1.842 -0.826
H4 1.228 1.495 1.677
I1 -3.468 -0.645 1.280
H5 -1.909 -0.813 1.264

# C24H31F6N7O8ReS3Si2

A molecular structure, C24H31F6N7O8ReS3Si2 (ωB97M-V/def2-TZVPD, the OMol25 dataset).

## Properties
spin multiplicity = 4
⟨S²⟩ = 3.772
gap between HOMO and LUMO (spin up / spin down) = 0.2478 / 0.2515 Ha

Element x y z (Å)
Re1 0.028 -0.265 -0.641
C1 -3.325 1.897 0.418
Si1 -3.013 0.152 0.926
C2 -2.982 0.168 2.800
C3 -4.389 -0.774 0.054
N1 -1.493 -0.768 0.415
C4 -1.510 -2.099 0.881
C5 -2.469 -2.692 1.716
C6 -2.303 -3.986 2.157
C7 -1.168 -4.714 1.795
C8 -0.225 -4.155 0.967
C9 -0.403 -2.852 0.471
N2 0.458 -2.192 -0.368
Si2 1.682 -3.154 -1.267
C10 3.100 -3.558 -0.114
C11 2.378 -2.216 -2.712
C12 0.874 -4.694 -1.963
H1 -4.291 2.091 0.901
H2 -3.460 2.043 -0.649
H3 -2.647 2.645 0.817
H4 -3.963 -0.076 3.215
H5 -2.724 1.180 3.118
H6 -2.252 -0.516 3.230
H7 -5.347 -0.332 0.340
H8 -4.444 -1.847 0.207
H9 -4.264 -0.598 -1.018
H10 -3.335 -2.151 2.056
H11 -3.048 -4.426 2.806
H12 -1.023 -5.717 2.173
H13 0.665 -4.712 0.718
H14 3.511 -2.643 0.320
H15 3.901 -4.039 -0.683
H16 2.825 -4.225 0.704
H17 3.238 -1.624 -2.411
H18 1.666 -1.572 -3.225
H19 2.730 -2.960 -3.431
H20 0.752 -5.518 -1.263
H21 1.491 -5.051 -2.791
H22 -0.108 -4.443 -2.368
F1 -0.025 5.052 -2.793
C13 0.246 3.762 -2.613
F2 -0.090 3.084 -3.708
F3 1.542 3.637 -2.405
S1 -0.854 3.168 -1.237
O1 -0.760 1.695 -1.185
O2 -2.108 3.654 -1.706
N3 -0.331 3.864 0.039
S2 -0.093 3.205 1.457
O3 0.161 1.783 1.410
O4 -1.058 3.660 2.409
C14 1.510 4.022 1.994
F4 1.249 4.850 3.002
F5 2.352 3.088 2.432
F6 2.077 4.711 1.019
N4 7.901 0.383 -3.448
C15 6.663 0.478 -2.863
C16 6.544 0.729 -1.489
C17 5.306 0.870 -0.904
C18 4.159 0.732 -1.683
C19 4.259 0.505 -3.052
C20 5.501 0.380 -3.637
S3 2.593 1.047 -0.988
O5 1.583 0.783 -2.049
O6 2.653 2.329 -0.363
N5 2.027 -0.085 0.017
C21 2.386 -0.222 1.352
N6 1.446 -0.770 2.120
C22 1.760 -0.932 3.397
C23 2.986 -0.543 3.915
C24 3.882 0.004 3.018
N7 3.601 0.159 1.726
H23 8.696 0.224 -2.856
H24 7.963 -0.014 -4.369
H25 7.439 0.828 -0.886
H26 5.211 1.076 0.152
H27 3.363 0.436 -3.652
H28 5.579 0.212 -4.704
H29 0.996 -1.378 4.025
H30 3.227 -0.662 4.961
H31 4.866 0.331 3.335
O7 -0.717 -0.637 -2.415
O8 -0.808 -1.855 -2.865

We obtain calculated total energy values of -65093.176; -11383.696; -54591.797; -144152.982; -50041.471; -6750.986; -27351.742; -118896.478 eV for the records listed above, in that order.